ORCA calculation (ωB97M-V/def2-TZVPD) on a 10-piece molecular cluster, C40H79NO31S overall.

Structure (XYZ):
```
152
Properties=species:S:1:pos:R:3:forces:R:3:mulliken_charge:R:1
S -6.660 3.434 3.728 -0.125 0.051 -0.093 1.1307
O 11.423 -0.757 -10.389 0.003 -0.039 0.027 -0.5426
O -7.781 4.232 4.067 -0.027 0.088 0.103 -0.6149
O -3.689 -5.229 4.209 0.006 0.013 -0.033 -0.3371
O 8.327 0.159 -3.743 0.042 0.040 0.053 -0.3744
O 7.034 -3.473 -0.580 -0.016 -0.014 -0.012 -0.2885
O 1.684 0.778 -1.841 -0.004 0.028 0.061 -0.0857
O -5.851 2.863 4.748 0.062 -0.068 0.148 -0.5711
O -10.724 2.850 -2.675 0.014 -0.028 -0.030 -0.3426
O 9.973 -1.297 -3.215 -0.008 0.062 0.012 -0.5638
O 3.965 -3.986 2.829 -0.021 -0.021 -0.003 -0.3771
O -2.316 -5.254 2.540 -0.024 0.018 0.019 -0.3303
O -5.701 4.186 2.719 0.022 0.137 -0.215 -0.3745
O 12.728 -2.442 -9.641 -0.030 0.015 0.001 -0.3154
O 1.214 -0.742 -3.300 0.023 0.024 0.020 -0.2744
O -10.861 1.470 8.073 0.003 -0.005 -0.049 -0.5488
O -8.914 1.709 -3.386 0.000 -0.059 -0.051 -0.5479
O 5.964 4.841 2.105 0.010 0.025 0.028 -0.3480
O -11.869 0.480 6.312 0.027 0.021 0.009 -0.3187
O 5.417 -4.174 -1.998 0.021 0.012 0.038 -0.6094
O -3.566 -3.406 2.882 -0.027 0.027 -0.023 -0.5122
O 11.051 -1.818 -8.429 0.023 -0.004 -0.021 -0.3088
O -10.925 1.572 -4.408 0.022 0.018 0.014 -0.3390
O 2.935 0.659 -3.718 -0.060 -0.009 0.057 -0.5886
O 7.059 3.609 0.710 0.036 -0.050 -0.041 -0.3332
O 5.451 -2.105 -1.096 -0.024 0.023 0.030 -0.1166
O 10.240 0.358 -4.730 -0.029 0.005 0.030 -0.3531
O -9.831 1.164 6.085 -0.032 -0.007 0.008 -0.2114
O 5.455 -2.570 3.767 -0.030 -0.041 -0.004 -0.5503
O 4.810 3.417 0.790 -0.004 -0.034 -0.035 -0.5363
O 4.439 -4.223 4.924 0.008 0.016 -0.033 -0.3371
O -7.158 2.316 2.723 0.157 -0.236 -0.132 -0.3038
N -6.634 1.470 0.545 -0.119 0.226 -0.120 -0.3783
C -10.850 1.080 6.933 -0.007 -0.017 0.041 0.7495
C 1.468 -1.377 -4.560 -0.016 0.002 0.007 -0.6252
C -2.525 0.639 1.065 0.076 0.039 -0.017 1.0932
C -3.224 -4.522 3.181 0.021 0.031 0.010 0.8064
C 7.678 -4.749 -0.713 -0.006 0.025 0.001 -0.7465
C -9.917 3.396 -1.622 -0.019 -0.008 0.002 -0.5236
C -2.249 1.634 -0.066 0.133 -0.056 0.087 -0.8233
C 2.029 0.276 -3.021 0.063 -0.037 -0.127 0.7051
C -1.910 1.549 4.323 -0.027 0.036 -0.052 -1.1644
C 5.846 3.907 1.166 -0.064 -0.068 -0.087 0.7748
C -1.714 -4.598 1.417 -0.004 -0.013 0.016 -0.5604
C -6.131 2.169 1.668 -0.084 0.034 0.390 0.3601
C -7.423 -0.459 -0.578 0.049 -0.021 -0.052 -1.3090
C -4.605 3.893 0.553 0.034 -0.083 0.086 -1.2148
C 11.580 -0.101 -4.947 -0.005 -0.011 -0.051 -0.6690
C 5.920 -3.338 -1.293 0.044 -0.052 -0.094 0.6864
C -6.886 0.226 0.643 0.050 -0.068 0.004 1.0704
C -13.042 0.330 7.118 0.011 0.000 -0.015 -0.6294
C -2.194 3.127 0.324 -0.050 -0.021 -0.058 -1.0045
C 5.161 -3.805 6.089 -0.012 -0.009 -0.011 -0.6234
C -8.660 1.797 6.621 -0.016 0.009 -0.014 -0.3891
C 4.255 -1.802 -1.823 0.000 0.098 0.041 -0.8528
C -10.349 0.660 -5.350 -0.013 0.013 0.009 -0.6099
C -1.349 0.500 2.050 -0.009 0.051 0.003 -0.7172
C -5.841 3.629 1.374 -0.050 0.071 0.161 -0.0382
C -4.676 -4.549 4.996 0.013 -0.013 -0.006 -0.5897
C 4.151 -3.300 1.584 -0.010 0.023 0.068 -0.4206
C -6.656 -0.615 1.868 -0.019 -0.112 -0.050 -1.3310
C -1.752 0.263 3.510 -0.002 -0.106 0.032 -0.4218
C 4.723 5.257 2.690 0.024 -0.011 -0.015 -0.6046
C 11.705 -1.592 -9.568 0.014 0.039 -0.006 0.7994
C 7.483 -0.509 -2.796 -0.030 0.006 0.019 -0.5672
C 9.921 -0.962 -8.217 -0.024 0.012 0.079 -0.6223
C -10.075 2.015 -3.483 0.018 0.029 0.092 0.8207
C -3.290 3.596 1.285 -0.040 -0.077 -0.115 0.9342
C 9.556 -0.349 -3.830 -0.017 -0.101 -0.089 0.7633
C 2.488 1.884 -1.401 -0.041 0.065 0.017 -0.6119
C 4.695 -3.501 3.833 0.010 0.031 0.020 0.7197
C 13.523 -2.308 -10.826 -0.008 -0.007 0.017 -0.6288
C 7.092 2.592 -0.302 -0.053 0.038 0.024 -0.5238
H 4.912 -2.776 6.342 -0.002 -0.003 0.000 0.2932
H 6.504 2.892 -1.168 -0.005 0.014 0.030 0.3065
H 4.427 -1.885 -2.895 -0.007 -0.014 0.005 0.4462
H -2.969 4.488 1.825 -0.004 0.022 -0.041 0.4561
H 8.137 2.490 -0.577 0.009 0.004 0.020 0.2197
H 4.990 6.009 3.425 -0.010 0.001 0.003 0.2085
H -9.972 -0.225 -4.841 -0.003 0.000 -0.001 0.2868
H -9.089 3.967 -2.037 -0.001 0.002 0.000 0.2884
H -7.237 -1.532 -0.560 -0.002 0.018 0.034 0.4571
H -8.291 1.240 7.480 0.003 0.004 -0.002 0.3306
H -2.720 -0.337 0.612 -0.035 -0.017 0.050 0.5565
H -5.267 1.690 2.145 -0.030 -0.051 -0.114 -0.2827
H 11.995 0.567 -5.695 0.015 0.000 0.014 0.2180
H -11.155 0.398 -6.027 0.012 -0.007 -0.005 0.2134
H -5.543 -4.301 4.388 0.000 -0.003 0.002 0.2752
H 12.917 -2.488 -11.712 0.002 -0.002 0.002 0.2962
H -8.882 2.820 6.918 -0.010 -0.004 -0.008 0.3351
H 4.847 -4.480 6.879 0.009 0.009 0.006 0.2147
H -6.993 -0.022 -1.477 -0.069 0.063 -0.002 0.3526
H 7.012 -5.544 -0.383 0.004 -0.001 0.001 0.3206
H 2.090 2.169 -0.434 -0.025 0.014 0.050 0.1460
H 11.577 -1.125 -5.316 0.012 -0.001 0.010 0.3080
H -2.679 -0.317 3.547 0.035 -0.024 -0.083 0.1423
H 10.233 0.080 -8.180 -0.003 -0.001 -0.015 0.3071
H 3.868 -2.253 1.683 0.026 0.004 -0.018 0.3076
H -7.264 -1.518 1.831 -0.018 0.017 0.013 0.4619
H -0.940 1.901 4.681 -0.016 0.038 -0.037 0.3604
H 12.156 -0.050 -4.025 -0.005 -0.003 0.000 0.3354
H 4.024 -0.775 -1.559 -0.037 -0.005 -0.016 0.0882
H -5.609 -0.939 1.855 -0.018 0.002 0.082 0.2514
H -12.826 -0.275 7.997 0.000 -0.001 -0.003 0.2926
H 2.415 2.712 -2.103 0.007 -0.030 -0.009 0.4095
H -9.521 2.602 -0.991 0.007 0.004 0.000 0.1652
H -8.504 -0.298 -0.618 0.005 -0.064 -0.004 0.2420
H -2.346 2.355 3.729 -0.037 -0.033 0.005 0.1675
H -4.947 -5.247 5.781 -0.008 0.012 0.002 0.2083
H -13.413 1.302 7.438 0.000 -0.001 -0.003 0.2899
H 7.899 -0.440 -1.793 0.007 -0.026 -0.002 0.3050
H -3.459 2.844 2.053 0.041 0.036 0.028 -0.9719
H -9.533 1.136 -5.892 -0.003 0.000 0.000 0.2916
H -0.991 -0.359 3.988 -0.061 -0.029 0.046 0.4267
H 5.190 -3.360 1.271 -0.002 0.019 0.028 0.2095
H 9.187 -1.091 -9.009 0.022 -0.005 -0.016 0.3658
H 6.524 0.000 -2.847 0.012 0.000 -0.031 0.2751
H 14.302 -3.059 -10.736 0.002 0.006 -0.013 0.2151
H -4.716 3.257 -0.332 0.053 0.027 -0.001 0.3741
H -1.207 3.371 0.723 -0.055 -0.064 0.146 0.4300
H -1.268 1.361 -0.471 -0.065 0.077 -0.198 0.1685
H -0.723 1.398 2.001 -0.013 -0.011 0.022 0.2939
H 7.963 -4.921 -1.749 0.003 0.000 0.003 0.3025
H 2.473 -1.794 -4.584 -0.002 0.003 0.005 0.2687
H -3.441 0.889 1.606 0.046 0.057 0.002 -1.0270
H -13.768 -0.165 6.482 -0.007 0.002 0.012 0.2139
H 0.728 -2.167 -4.638 0.007 0.003 -0.014 0.2197
H 3.529 1.590 -1.295 0.065 -0.020 -0.011 0.1954
H 1.357 -0.664 -5.374 0.000 -0.004 0.000 0.2955
H -2.961 1.486 -0.882 -0.105 0.000 0.088 0.4930
H -6.858 -0.090 2.798 0.056 0.048 -0.013 0.2566
H -1.203 -3.692 1.736 0.001 -0.002 0.001 0.2444
H -2.291 3.711 -0.597 0.161 0.019 -0.003 0.3719
H -1.006 -5.314 1.013 0.002 0.011 -0.008 0.2170
H 3.441 -2.463 -1.527 0.018 -0.022 -0.015 0.4545
H 3.500 -3.804 0.874 0.025 -0.024 -0.003 0.2949
H 13.955 -1.311 -10.884 0.001 -0.002 0.002 0.2928
H -6.742 4.065 0.937 0.064 -0.027 -0.149 0.5008
H -10.582 4.040 -1.055 0.012 0.000 0.007 0.2939
H -4.261 -3.637 5.420 0.001 -0.002 0.001 0.2798
H 6.709 1.651 0.091 -0.001 0.018 0.009 0.2640
H -4.609 4.927 0.206 -0.037 -0.008 -0.047 0.4773
H -2.558 1.409 5.189 0.054 -0.030 0.034 0.3592
H 9.506 -1.264 -7.261 -0.007 0.010 -0.009 0.1353
H 8.556 -4.693 -0.079 0.001 -0.016 -0.006 0.2560
H 4.068 5.681 1.930 0.006 -0.003 0.003 0.2864
H 6.233 -3.882 5.920 -0.002 -0.003 0.000 0.2955
H -0.717 -0.322 1.706 0.035 0.031 -0.023 0.3907
H -7.933 1.792 5.818 0.025 -0.025 0.039 -0.1272
H -2.469 -4.344 0.676 0.002 -0.003 -0.001 0.2818
H 7.374 -1.559 -3.063 -0.003 0.000 -0.008 0.3064
H 4.225 4.415 3.166 0.005 0.004 -0.003 0.2891
```
Forces are in eV/Å.

Output
HOMO level: -10.2 eV
2S+1: 1
HOMO-LUMO gap: 10.38 eV
lowest unoccupied orbital energy: 0.220 eV
maximum force: 0.40 eV/A